# 1
A molecular structure, C21H24Br45N3. Source: the Open Molecules 2025 dataset; level of theory: ωB97M-V with the def2-TZVPD basis set.

```
! wB97M-V def2-TZVPD RIJCOSX def2/J DEFGRID3
* xyz 0 1
C 12.261 -13.893 -12.433
C 13.033 -14.127 -13.631
N 13.625 -14.242 -14.613
H 12.108 -14.826 -11.925
H 11.305 -13.481 -12.728
H 12.802 -13.239 -11.733
C 16.618 -12.165 -11.388
C 15.964 -13.430 -11.516
N 15.395 -14.427 -11.653
H 16.429 -11.793 -10.380
H 16.211 -11.429 -12.087
H 17.693 -12.251 -11.580
C 16.646 -24.036 -12.347
C 17.451 -24.482 -11.263
N 18.131 -24.915 -10.433
H 16.908 -24.516 -13.293
H 16.660 -22.948 -12.543
H 15.615 -24.348 -12.108
C 14.431 -24.802 -8.260
Br 15.338 -23.133 -8.615
Br 15.223 -25.993 -6.962
Br 13.886 -25.701 -9.874
H 13.503 -24.431 -7.805
C 9.410 -17.792 -14.546
Br 10.317 -19.449 -14.087
Br 9.858 -16.373 -13.267
Br 7.495 -17.930 -14.855
H 9.800 -17.476 -15.482
C 16.276 -21.842 -17.761
Br 14.418 -22.112 -17.167
Br 17.184 -23.465 -18.268
Br 17.243 -20.817 -16.409
H 16.197 -21.207 -18.637
C 19.023 -16.164 -11.290
Br 17.603 -17.174 -10.444
Br 20.663 -17.212 -11.434
Br 19.301 -14.407 -10.570
H 18.735 -15.955 -12.307
C 14.988 -16.865 -15.811
Br 15.895 -17.148 -14.108
Br 13.613 -18.195 -16.156
Br 16.282 -16.782 -17.260
H 14.592 -15.840 -15.798
C 9.643 -22.033 -16.689
Br 8.010 -22.925 -17.211
Br 10.308 -20.716 -18.026
Br 11.034 -23.215 -16.046
H 9.336 -21.382 -15.870
C 14.009 -19.477 -11.640
Br 14.045 -20.778 -13.068
Br 15.228 -19.976 -10.160
Br 12.244 -18.946 -11.011
H 14.616 -18.661 -12.061
C 16.645 -17.007 -5.206
Br 15.761 -16.717 -6.895
Br 15.383 -17.164 -3.713
Br 18.004 -15.698 -4.844
H 17.134 -17.942 -5.239
C 7.721 -18.842 -10.889
Br 6.392 -20.252 -10.729
Br 9.206 -19.170 -9.633
Br 6.930 -17.084 -10.644
H 8.128 -18.903 -11.896
C 10.621 -22.304 -7.498
Br 10.526 -24.236 -7.136
Br 12.040 -21.826 -8.692
Br 10.595 -21.252 -5.893
H 9.719 -22.004 -8.036
C 8.801 -23.455 -12.082
Br 8.057 -23.639 -10.212
Br 8.898 -25.133 -13.041
Br 10.431 -22.425 -12.183
H 8.045 -22.861 -12.578
C 11.151 -15.943 -7.373
Br 11.487 -17.884 -7.029
Br 9.360 -15.503 -8.006
Br 12.527 -15.097 -8.367
H 11.183 -15.586 -6.318
C 19.163 -22.109 -6.859
Br 18.152 -20.466 -7.367
Br 18.073 -23.456 -6.026
Br 20.794 -21.710 -5.905
H 19.430 -22.611 -7.762
C 14.663 -21.120 -4.545
Br 16.372 -20.947 -3.657
Br 14.052 -22.957 -4.731
Br 14.406 -20.039 -6.117
H 13.917 -20.661 -3.862
C 19.684 -20.493 -12.271
Br 21.101 -20.337 -13.580
Br 19.809 -22.213 -11.390
Br 17.933 -20.094 -13.053
H 19.838 -19.763 -11.479
*
```

Computed properties:
HOMO   -9.82 eV

Löwdin population analysis, charges in e, atoms 1 to 6:
1. C -0.11
2. C -0.28
3. N 0.16
4. H 0.04
5. H 0.08
6. H 0.08

=====

# 2
A molecular structure, C29H57Ca2O14P. Source: the Open Molecules 2025 dataset; level of theory: ωB97M-V with the def2-TZVPD basis set.

```
! wB97M-V def2-TZVPD RIJCOSX def2/J DEFGRID3
* xyz 0 1
Ca 6.241 -9.820 -8.262
Ca 9.767 -10.796 -12.183
P 5.386 -10.837 -12.239
O 4.909 -11.691 -13.369
O 6.438 -9.980 -12.973
O 6.426 -11.413 -11.314
O 4.593 -9.910 -11.291
O 11.388 -9.382 -5.779
C 10.339 -9.744 -6.433
O 10.198 -9.621 -7.698
O 9.316 -10.066 -5.759
H 10.858 -9.645 -5.022
C 7.274 -3.330 -7.796
C 6.570 -3.322 -9.118
C 6.884 -4.683 -9.683
O 7.096 -5.566 -8.560
C 7.753 -4.805 -7.488
H 6.735 -2.940 -6.932
H 8.175 -2.756 -8.015
H 6.717 -2.436 -9.737
H 5.491 -3.249 -8.987
H 7.821 -4.875 -10.206
H 6.082 -5.236 -10.172
H 8.803 -5.072 -7.602
H 7.407 -5.108 -6.500
C 11.129 -8.830 1.781
C 10.742 -9.005 0.362
C 10.649 -7.623 -0.196
O 11.138 -6.810 0.842
C 10.831 -7.373 2.097
H 12.201 -8.965 1.929
H 10.622 -9.501 2.474
H 9.812 -9.567 0.275
H 11.513 -9.474 -0.250
H 9.612 -7.364 -0.412
H 11.106 -7.458 -1.172
H 9.801 -7.223 2.419
H 11.420 -6.973 2.922
C 3.992 -15.696 -5.942
C 2.871 -15.192 -6.747
C 3.364 -13.951 -7.425
O 4.236 -13.283 -6.511
C 4.604 -14.340 -5.450
H 4.732 -16.227 -6.542
H 3.719 -16.351 -5.116
H 2.002 -14.969 -6.128
H 2.473 -15.936 -7.437
H 2.562 -13.394 -7.909
H 4.014 -14.077 -8.290
H 3.983 -14.186 -4.567
H 5.685 -14.408 -5.325
C 16.786 -3.267 -6.261
C 15.570 -4.165 -6.048
C 16.110 -5.622 -6.227
O 17.324 -5.376 -6.869
C 17.478 -4.023 -7.361
H 17.452 -3.170 -5.403
H 16.652 -2.254 -6.639
H 14.810 -3.920 -6.791
H 15.029 -3.998 -5.117
H 15.538 -6.291 -6.871
H 16.295 -6.169 -5.303
H 17.029 -3.932 -8.350
H 18.513 -3.890 -7.674
C 2.565 -7.341 -3.259
C 1.971 -6.522 -4.422
C 2.532 -7.076 -5.658
O 3.792 -7.680 -5.307
C 3.939 -7.708 -3.837
H 1.964 -8.213 -3.002
H 2.412 -6.755 -2.353
H 2.271 -5.492 -4.230
H 0.898 -6.343 -4.484
H 2.456 -6.365 -6.480
H 1.900 -7.916 -5.947
H 4.714 -6.954 -3.703
H 4.299 -8.693 -3.537
C 16.226 -10.346 -10.616
C 16.291 -11.666 -11.430
C 14.939 -11.980 -11.988
O 14.131 -10.981 -11.370
C 14.909 -9.785 -11.128
H 17.031 -9.628 -10.770
H 16.255 -10.536 -9.543
H 16.820 -12.469 -10.917
H 16.989 -11.458 -12.241
H 14.617 -12.977 -11.686
H 14.851 -11.828 -13.064
H 14.318 -9.212 -10.414
H 15.011 -9.127 -11.992
C 10.297 -16.853 -8.879
C 10.032 -17.338 -10.288
C 9.440 -16.029 -10.924
O 10.213 -14.945 -10.372
C 10.366 -15.353 -9.043
H 11.120 -17.328 -8.344
H 9.488 -17.152 -8.213
H 9.275 -18.119 -10.370
H 10.952 -17.748 -10.703
H 8.436 -15.933 -10.509
H 9.234 -16.058 -11.994
H 9.585 -14.865 -8.460
H 11.329 -15.094 -8.604
*
```

Computed properties:
HOMO   -5.71 eV

Löwdin population analysis, charges in e, atoms 1 to 6:
1. Ca 1.62
2. Ca 1.14
3. P -0.21
4. O -0.32
5. O -0.32
6. O -0.47